1.
The following is a quantum chemistry calculation of a 5-piece molecular cluster, CH10O3S2 overall at a distorted geometry, from OMol25.

Each line ends with the Mulliken charge.
Cartesian coordinates (Å):
C -0.5019 -1.4152 -1.2199  -1.036
S 0.0007 -0.8437 0.4040  0.355
S 1.9248 -0.9777 0.4162  -0.244
H -0.4866 -0.6959 -2.0190  0.411
H -1.5471 -1.7404 -1.1020  0.367
H 0.1729 -2.2353 -1.4187  0.415
H -2.0300 0.4655 -0.7363  -0.106
H 1.7740 0.9820 -0.7197  0.219
H 2.3495 2.3860 -0.7244  0.326
O 1.6699 1.8457 -1.1386  -0.577
H -1.5777 2.4062 -0.2164  0.320
H -0.0415 2.5688 -0.2135  0.363
O -0.8364 2.6842 0.3298  -0.639
H -2.9661 -0.1348 0.2676  0.181
H -4.2846 0.4845 0.6419  0.306
O -3.7584 -0.2913 0.8264  -0.662

Computed properties:
LUMO level (eV): -3.712
HOMO-LUMO gap (eV): 4.9
Energy (eV): -29007.48332
HOMO level (eV): -8.58
2S+1: 1
ΔE to the lowest compared entry with this formula, charge and spin (kJ/mol): 484.32



2.
The following is a quantum chemistry calculation of a 4-piece molecular cluster, CH10O4 overall at a distorted geometry, from OMol25.

Each line ends with the Mulliken charge.
Cartesian coordinates (Å):
C 2.1313 -1.3362 -0.4941  -0.365
O 2.6522 -0.6885 -1.7718  -0.533
H 1.3572 -0.5943 -0.1167  0.047
H 2.9018 -1.5625 0.1800  0.266
H 1.5167 -2.2027 -0.7659  0.277
H 2.9461 -1.4654 -2.3000  0.295
O -4.0241 3.0696 -2.2481  -0.636
H -4.6655 2.6235 -2.9087  0.325
H -4.7059 3.6870 -1.9886  0.311
O -1.3071 -1.0199 1.3441  -0.625
H -2.1661 -0.5369 1.3911  0.318
H -0.6612 -0.4587 1.7384  0.331
O 1.1608 -0.3324 2.9112  -0.656
H 1.9030 -0.0060 2.3385  0.342
H 0.9318 0.3031 3.5132  0.302

Computed properties:
LUMO level (eV): 0.653
HOMO-LUMO gap (eV): 11.1
Energy (eV): -9387.93817
SMILES string: CO.O.O.O
HOMO level (eV): -10.47
2S+1: 1
ΔE to the lowest compared entry with this formula, charge and spin (kJ/mol): 144.27



3.
The following is a quantum chemistry calculation of a 4-piece molecular cluster, CH10O4 overall at a distorted geometry, from OMol25.

Each line ends with the Löwdin spin population.
Cartesian coordinates (Å):
C -1.0156 -0.5340 -0.1468  0.133
O -0.1547 0.5086 -0.5725  0.733
H -0.9737 -1.3921 -0.8176  0.002
H -0.8257 -0.8694 0.8728  0.043
H -2.0253 -0.1248 -0.1136  0.072
H -0.1479 1.1788 0.1148  0.008
O 2.2150 -1.5221 1.7085  0.003
H 2.6406 -0.6688 1.7926  0.000
H 1.4243 -1.3466 1.1983  0.000
O -0.5905 2.2940 1.2721  0.000
H -0.3080 1.8254 2.0574  0.000
H -1.1187 3.0204 1.6030  0.000
O 0.6051 -0.9987 -2.8811  0.006
H -0.2208 -1.3224 -3.2407  0.000
H 0.4960 -0.0483 -2.8471  -0.001

Computed properties:
LUMO level (spin up / spin down) (eV): -3.915 / -10.447
HOMO-LUMO gap (spin up / spin down) (eV): 11.2 / 4.7
Energy (eV): -9378.28251
HOMO level (spin up / spin down) (eV): -15.15 / -15.13
2S+1: 2
Net charge: +1
ΔE to the lowest compared entry with this formula, charge and spin (kJ/mol): 0.00



4.
The following is a quantum chemistry calculation of a 5-piece molecular cluster, CH10O5 overall at a distorted geometry, from OMol25.

Each line ends with the Mulliken charge.
Cartesian coordinates (Å):
C 1.4714 -1.6404 2.0145  -0.137
O 1.6241 -0.5438 1.5449  -0.360
H 2.2829 -2.2619 2.3918  0.259
H 0.4033 -1.9095 2.2497  0.228
O 3.1951 1.8580 0.0401  -0.645
H 2.5055 1.1823 0.0495  0.336
H 2.7194 2.6821 -0.0871  0.318
O -4.6938 -1.9262 -1.3551  -0.644
H -4.7112 -1.2126 -1.9954  0.324
H -5.4093 -1.7685 -0.7340  0.321
O 0.8523 0.1767 -1.3174  -0.635
H 0.9530 -0.3794 -2.1079  0.277
H 0.3428 -0.5420 -0.9080  0.316
O -0.7987 2.2550 -0.1316  -0.648
H -0.1070 1.6519 -0.4552  0.373
H -0.6299 2.3783 0.8012  0.317

Computed properties:
LUMO level (eV): 0.255
HOMO-LUMO gap (eV): 10.9
Energy (eV): -11435.48119
SMILES string: C=O.O.O.O.O
HOMO level (eV): -10.63
2S+1: 1
ΔE to the lowest compared entry with this formula, charge and spin (kJ/mol): 96.12



5.
The following is a quantum chemistry calculation of a 5-piece molecular cluster, CH10O5 overall at a distorted geometry, from OMol25.

Each line ends with the Mulliken charge.
Cartesian coordinates (Å):
C 2.5881 0.3536 0.0410  0.037
O 1.8026 0.4778 -0.8703  -0.551
H 2.6846 1.1071 0.8740  0.186
H 3.3333 -0.4375 0.0198  0.230
O -0.9738 0.9001 -1.6094  -0.661
H -0.0822 1.0122 -1.2445  0.410
H -0.7740 0.5788 -2.5074  0.286
O -2.9267 0.6126 0.4953  -0.628
H -3.5916 1.2104 0.8783  0.301
H -2.4752 1.2576 -0.0693  0.291
O 1.4205 -0.7825 1.4922  -0.604
H 1.5837 -1.4667 2.1579  0.304
H 0.5708 -1.0795 1.0892  0.389
O -1.0860 -1.4898 0.3077  -0.730
H -1.8685 -1.1408 0.7713  0.356
H -0.9732 -0.8447 -0.4095  0.383

Computed properties:
LUMO level (eV): 0.712
HOMO-LUMO gap (eV): 10.6
Energy (eV): -11436.32666
SMILES string: C=O.O.O.O.O
HOMO level (eV): -9.87
2S+1: 1
ΔE to the lowest compared entry with this formula, charge and spin (kJ/mol): 14.55



6.
The following is a quantum chemistry calculation of a 4-piece molecular cluster, CH11N2O3 overall at a distorted geometry, from OMol25.

Each line ends with the Mulliken charge.
Cartesian coordinates (Å):
N 0.6446 0.0582 0.2282  -0.137
C 1.3683 0.9755 -0.3600  0.155
N 0.9133 1.7289 -1.3258  -0.246
H 0.0401 -0.5351 -0.3272  0.227
H 0.8950 -0.2904 1.1575  0.242
H 2.3453 1.2018 0.0519  0.355
H 1.5378 2.3282 -1.8360  0.249
H -0.0184 1.5678 -1.7102  0.238
H 1.5193 -0.0632 3.5367  0.331
H 0.3785 -1.1116 3.4660  0.329
O 0.7168 -0.3057 3.0480  -0.695
H -2.6043 1.0698 -1.9383  0.317
H -1.7668 -0.1914 -1.7462  0.344
O -1.8936 0.7023 -1.4007  -0.683
H -1.2831 -2.9691 -0.7888  0.310
H -1.7331 -2.0370 0.3152  0.326
O -1.0597 -2.1292 -0.3702  -0.663

Computed properties:
LUMO level (eV): -2.880
HOMO-LUMO gap (eV): 12.0
Energy (eV): -10332.87562
HOMO level (eV): -14.88
2S+1: 1
Net charge: +1
ΔE to the lowest compared entry with this formula, charge and spin (kJ/mol): 44.96



no.,molecular weight (g mol⁻¹)
1,134.2
2,86.1
3,86.1
4,102.1
5,102.1
6,99.1